Record 1
DFT (ωB97M-V with the def2-TZVPD basis set) results for a molecular structure, C55H64AlAsNO7SSe.

The geometry in XYZ format:
```
131
Properties=species:S:1:pos:R:3:forces:R:3
Se 0.7969 -2.8873 -1.5622 0.0 -0.1 0.1
As -0.1976 -2.3781 1.9877 0.1 -0.2 -0.4
S -2.1662 0.9106 2.0033 -0.1 -0.3 0.0
Al 0.3633 0.2292 -0.0966 -0.1 0.0 0.0
O 0.9868 1.9501 -0.0340 0.0 0.0 -0.1
O 0.3340 -0.9530 1.3175 -0.3 0.2 0.5
O 0.5464 4.1378 -0.1043 0.0 0.0 0.0
O 2.0653 -0.3025 -0.4061 0.0 0.2 -0.3
O -2.1953 -0.5284 2.2528 -0.1 0.1 0.0
O -3.4480 1.5772 2.0496 0.0 0.0 0.0
O -0.4732 -0.0750 -1.6293 -0.2 0.1 -0.1
N -1.3488 1.2018 0.7038 0.4 0.1 0.1
C -1.4051 -2.4112 -7.4936 0.0 0.0 0.0
C -1.6317 2.2121 -2.7163 0.0 -0.1 0.0
C 1.4558 -3.3926 2.0235 0.0 0.1 0.0
C -0.6279 -3.8522 4.3165 0.0 0.0 0.1
C 0.1178 1.7177 3.3775 0.0 0.0 0.0
C -0.3477 -0.5734 -2.8467 0.0 0.1 0.0
C -0.8023 0.1172 -4.0063 0.0 0.0 0.0
C -1.5492 -3.3040 0.9791 0.0 0.0 0.0
C 3.5956 -3.2207 -1.9406 0.0 0.0 0.0
C -3.3573 -3.3025 -0.5924 0.0 0.0 0.0
C 0.7795 2.1873 4.5052 0.0 0.0 0.0
C -1.3126 2.4959 5.6188 0.0 0.0 0.0
C 0.2069 2.9860 0.0835 0.0 0.0 0.0
C 6.0267 -0.2958 1.2833 0.0 0.0 0.0
C -1.9835 2.0368 4.4984 0.0 -0.1 0.0
C -1.2645 1.6251 3.3804 -0.1 0.1 0.0
C 4.3431 -0.9525 -0.4702 0.1 0.0 0.1
C 3.1077 -4.9525 1.2323 0.0 0.0 0.0
C -2.8454 1.3904 -4.6945 0.0 0.0 0.0
C -1.2197 2.6520 0.4900 -0.1 -0.1 -0.1
C 2.9645 -1.1687 -0.7538 0.0 -0.1 0.1
C 3.7094 -3.3158 2.8797 0.0 0.0 0.0
C -0.6628 -0.5099 -5.2393 0.0 0.0 0.0
C -1.3230 -3.1261 6.4962 0.0 0.0 0.0
C 0.7965 3.0852 6.8610 0.0 0.0 0.0
C -3.4277 -4.6863 -0.5191 0.0 0.0 0.0
C 5.2682 -1.8234 -1.0285 0.0 0.0 0.1
C -0.9674 -4.1475 5.6272 0.0 0.0 0.0
C -2.5581 -5.3816 0.3081 0.0 0.0 0.0
C 3.8405 0.8242 1.3467 0.0 0.0 0.1
C -1.6142 -4.6921 1.0543 0.0 0.1 0.1
C 4.9450 -2.9543 -1.7776 0.0 0.0 0.0
C -0.1193 -1.7734 -5.4392 0.0 0.0 0.0
C 0.0796 2.5730 5.6411 0.0 0.0 0.0
C -2.4242 -2.6037 0.1579 0.1 0.1 -0.1
C -1.3344 -1.8144 6.0497 0.0 0.0 0.0
C 1.8073 -4.4613 1.2128 -0.1 0.0 -0.1
C 0.2056 -1.8512 -3.0507 0.0 0.0 0.0
C -0.5782 2.4360 -4.9262 0.0 0.0 0.0
C 2.6313 -2.3627 -1.4309 0.0 0.0 0.0
C 0.9000 -1.4622 -7.7004 0.0 0.0 0.0
C 4.8746 0.2071 0.3938 0.0 0.0 -0.1
C 0.3104 -2.4370 -4.3044 0.0 0.0 0.0
C 5.4938 -4.9769 -3.1980 0.0 0.0 0.0
C -0.0140 -2.3530 -6.8479 0.0 0.0 0.0
C 6.8214 -4.4881 -1.1572 0.0 0.0 0.0
C 2.4149 -2.8271 2.8643 0.0 0.0 0.0
C 6.0519 -3.8532 -2.3241 0.0 0.0 0.0
C 4.0599 -4.3791 2.0571 0.0 0.0 0.0
C 7.0248 -3.0274 -3.1766 0.0 0.0 0.0
C -0.6709 -2.5352 3.8617 0.1 0.0 -0.1
C -1.0161 -1.5156 4.7316 0.1 0.0 0.0
C 5.3996 1.3149 -0.5285 0.0 0.0 0.0
C 0.5662 -3.7675 -6.8403 0.0 0.0 0.0
C -1.4507 1.5141 -4.0592 0.0 0.0 0.0
H 1.8611 2.2596 4.4892 0.0 0.0 0.0
H -1.8520 -1.4193 -7.5721 0.0 0.0 0.0
H -0.4446 2.0481 -5.9374 0.0 0.0 0.0
H 7.8011 -3.6703 -3.6012 0.0 0.0 0.0
H 3.2556 -4.1033 -2.4667 0.0 0.0 0.0
H -1.8778 2.8093 6.4902 0.0 0.0 0.0
H 0.5105 2.5200 7.7500 0.0 0.0 0.0
H 0.7421 -3.4269 -4.3612 0.0 0.0 0.0
H 2.1608 -1.9797 3.4930 0.0 0.0 0.0
H 1.5781 -3.7834 -6.4315 0.0 0.0 0.0
H 4.9160 -4.5795 -4.0344 0.0 0.0 0.0
H 3.3601 0.0536 1.9570 0.0 0.0 0.0
H 3.0640 1.3712 0.8220 0.0 0.0 0.0
H 6.1493 -5.0914 -0.5425 0.0 0.0 0.0
H 7.5167 -2.2525 -2.5876 0.0 0.0 0.0
H 5.6984 -1.1438 1.8878 0.0 0.0 0.0
H 5.0773 -4.7495 2.0509 0.0 0.0 0.0
H -2.8059 1.0188 -5.7197 0.0 0.0 0.0
H -0.0503 -4.4484 -6.2503 0.0 0.0 0.0
H 0.5070 -0.4470 -7.7729 0.0 0.0 0.0
H -4.0278 -2.7568 -1.2433 0.0 0.0 0.0
H -2.2447 1.6291 -2.0321 0.0 0.0 0.0
H 0.9927 -1.8638 -8.7136 0.0 0.0 0.0
H -1.0036 0.0346 -6.1126 0.0 0.0 0.0
H -1.0405 3.4238 -4.9995 0.0 0.0 0.0
H -0.3153 -4.6546 3.6601 0.0 0.0 0.0
H 0.4087 2.5560 -4.4759 0.0 0.0 0.0
H -0.6729 2.4006 -2.2432 0.1 0.0 0.0
H -1.5825 -3.3540 7.5224 0.0 0.0 0.0
H 6.9045 -0.6050 0.7150 0.0 0.0 0.0
H -2.3604 -1.5263 0.0893 0.0 0.0 0.0
H 7.6255 -5.1321 -1.5254 0.0 0.0 0.0
H 7.2633 -3.7233 -0.5160 0.0 0.0 0.0
H 6.3421 0.5057 1.9556 0.0 0.0 0.0
H -1.3412 -2.8333 -8.5005 0.0 0.0 0.0
H 3.3777 -5.7667 0.5720 0.0 0.0 0.0
H -1.5979 -1.0085 6.7231 0.0 0.0 0.0
H 6.1567 0.9295 -1.2155 0.0 0.0 0.0
H -3.0638 1.9864 4.4734 0.0 0.0 0.0
H 6.3181 -1.6174 -0.8579 0.0 0.0 0.0
H -3.3324 2.3689 -4.7105 0.0 0.0 0.0
H 6.4946 -2.5380 -3.9954 0.0 0.0 0.0
H -2.6024 -6.4617 0.3644 0.0 0.0 0.0
H 6.3162 -5.5712 -3.6033 0.0 0.0 0.0
H -3.4688 0.7088 -4.1123 0.0 0.0 0.0
H 4.5823 1.7338 -1.1178 0.0 0.0 0.0
H 4.4500 -2.8529 3.5193 0.0 0.0 0.0
H 0.6110 -4.1505 -7.8625 0.0 0.0 0.0
H 1.0965 -4.8958 0.5237 -0.1 0.0 0.0
H -1.8977 3.0120 -0.2831 0.0 0.0 0.0
H 4.8479 -5.6472 -2.6275 0.0 0.0 0.0
H 1.8766 3.0083 6.7428 0.0 0.0 0.0
H -1.0357 -0.4976 4.3943 0.0 0.1 -0.1
H 0.5525 4.1330 7.0468 0.0 0.0 0.0
H 0.6880 1.4257 2.5071 0.0 -0.1 -0.1
H 5.8443 2.1233 0.0595 0.0 0.0 0.0
H -4.1578 -5.2243 -1.1103 0.0 0.0 0.0
H -2.1150 3.1782 -2.8920 0.0 0.0 0.0
H -2.0771 -3.0337 -6.8998 0.0 0.0 0.0
H -0.9403 -5.1740 5.9697 0.0 0.0 0.0
H 4.3634 1.5160 2.0153 0.0 0.0 0.0
H -1.4382 3.2386 1.3871 0.0 0.0 0.0
H 1.8963 -1.4027 -7.2586 0.0 0.0 0.0
H -0.9359 -5.2471 1.6890 0.0 0.0 0.0
```
Forces are in eV/Å.

## Properties
Strongest force on any atom ... 0.6 eV Å⁻¹
ΔE to the lowest compared entry with this formula, charge and spin ... 0.00 kcal/mol
E_tot ... -217523.1724 eV
E_HOMO ... -4.904 eV
Frontier orbital gap ... 7.089 eV
Charge ... -1

=====

Record 2
DFT (ωB97M-V with the def2-TZVPD basis set) results for 6 unconnected molecules or ions with the total composition C24H49Br10O3P in a non-equilibrium geometry.

The geometry in XYZ format:
```
87
Properties=species:S:1:pos:R:3:forces:R:3
Br 4.1598 3.1865 -4.3769 0.1 0.0 -0.2
Br 1.8837 -4.7566 0.1077 0.3 -0.4 0.0
Br 0.9582 6.2314 -3.4050 -0.1 0.0 -0.1
Br -4.7861 -4.3927 1.8068 0.1 -0.1 -0.1
Br -2.6850 0.2716 5.2850 -0.1 -0.1 0.3
Br -3.5156 3.6610 6.4731 0.0 0.0 -0.1
Br -1.6475 -5.7428 -0.1860 0.0 0.1 -0.1
Br -2.2895 4.9757 -2.1599 -0.2 0.2 -0.1
Br -3.0900 -7.3480 3.1891 0.0 0.0 0.1
Br 3.3740 -0.0482 -5.9977 0.0 0.0 0.0
P 0.5565 1.3403 -1.8317 -0.6 0.7 -1.1
O -0.4445 2.9961 2.3837 -0.6 0.1 -0.3
O 4.6247 -1.4364 0.4018 0.0 0.6 0.7
O 6.1009 -3.0713 0.1074 1.4 -2.3 1.3
C -0.0397 -6.7877 -0.5097 -0.3 -0.1 0.1
C -3.9665 0.8362 6.6359 0.0 -0.2 -0.2
C 2.2970 0.9000 -2.3148 0.1 -0.6 1.2
C -0.0102 0.2817 -0.4182 0.2 0.2 -0.3
C 0.8300 3.1719 0.3707 0.2 1.4 -0.1
C -2.4402 -1.0640 0.9198 0.0 -0.4 -0.1
C -4.9912 -6.9765 3.0324 0.1 -0.2 -0.1
C -4.6644 2.1081 6.2355 0.0 0.2 0.2
C 1.0345 -6.4647 0.4931 0.3 0.1 -0.1
C -0.2745 -2.3420 1.0024 0.0 0.5 -1.0
C -0.8582 -0.8624 -0.9810 -0.4 -0.3 0.3
C -0.8271 6.9812 -3.5956 0.2 0.1 0.0
C 3.0860 0.0146 -1.3246 0.8 0.4 -0.8
C 5.0121 -0.0364 0.3614 -0.4 0.0 -1.0
C 0.6921 3.0884 -1.1572 -0.1 -1.1 0.5
C -1.4003 -1.8360 0.0929 0.3 0.7 0.4
C 5.4727 -2.1935 -0.3225 -1.1 1.4 -1.4
C -1.6452 6.8036 -2.3441 -0.2 -0.1 0.0
C 4.8011 2.4361 -6.0571 0.0 0.3 0.1
C 4.0285 0.8446 -0.4578 -0.1 -1.0 0.9
C -0.5035 3.4916 1.0636 0.8 -0.5 -0.5
C 3.7161 1.6953 -6.7908 0.0 -0.2 -0.1
C -5.3012 -6.2688 1.7396 -0.2 0.2 0.0
C -1.6171 2.3432 2.8190 0.2 -0.6 0.6
H -0.2295 3.5718 -1.4763 0.2 0.1 0.1
H 1.4870 4.0176 0.5917 0.2 -0.1 0.1
H 5.6520 1.8071 -5.8159 0.0 0.0 0.0
H 2.7711 2.2294 -6.7992 0.0 0.0 0.0
H -3.4206 0.9274 7.5695 0.0 0.1 0.0
H -0.6754 0.9068 0.1737 0.0 0.2 0.1
H 1.2959 2.3058 0.8283 -0.1 -0.3 0.0
H 1.8333 -7.2023 0.4457 0.0 0.0 0.0
H -5.4801 -7.9482 3.0624 0.0 0.0 0.0
H -1.7424 -0.3921 -1.4066 0.0 0.1 -0.4
H 0.6594 -6.4045 1.5103 -0.1 0.0 0.0
H -2.5416 7.4190 -2.3870 0.0 0.0 0.0
H -5.5259 2.2881 6.8754 0.0 0.0 0.0
H -0.6721 8.0385 -3.8011 0.0 0.0 0.0
H 2.2935 0.4109 -3.2816 -0.3 0.0 -0.1
H -4.9804 2.1061 5.1969 0.0 -0.1 0.0
H 0.2628 -6.5905 -1.5333 0.1 0.0 0.0
H 5.1211 0.3337 1.3710 0.0 -0.2 0.3
H -0.3792 -1.3885 -1.8076 0.3 -0.1 0.1
H 0.7745 -0.0467 0.2603 0.1 0.0 -0.1
H 5.1375 3.2921 -6.6387 0.0 0.0 0.0
H 3.7368 -0.6202 -1.9276 0.0 -0.3 -0.1
H -3.0996 -1.7349 1.4670 -0.1 -0.1 0.1
H -2.2448 1.9730 2.0067 0.0 0.2 -0.2
H -1.8737 -2.6840 -0.3953 -0.1 -0.1 -0.2
H -1.2758 6.5065 -4.4624 0.0 0.0 0.0
H 0.0676 -1.4978 1.5948 0.1 -0.1 0.4
H 2.8717 1.8120 -2.4571 -0.3 0.1 0.0
H -4.7869 -6.7042 0.8881 0.0 0.0 0.1
H -2.2314 2.9389 3.4986 0.0 0.3 -0.1
H -1.9441 -0.4319 1.6526 0.0 0.1 0.1
H -1.2979 3.0350 0.4653 -0.3 -0.1 0.3
H 5.5119 -1.9558 -1.4019 -0.1 0.4 0.1
H -6.3733 -6.2663 1.5531 0.0 0.0 0.0
H 4.0240 1.4871 -7.8134 0.0 0.0 0.0
H -0.5828 -3.1693 1.6300 0.0 -0.1 0.2
H -4.6805 0.0187 6.7142 0.0 0.0 0.0
H -3.0485 -0.4340 0.2741 -0.2 0.1 0.0
H 1.4985 3.5942 -1.6806 0.2 0.0 -0.1
H 2.4775 -0.6623 -0.7363 -0.2 0.0 0.1
H 3.4511 1.4312 0.2549 0.0 0.4 -0.2
H -1.2995 1.4634 3.3881 0.0 0.2 -0.1
H -1.0921 7.0354 -1.4392 0.1 0.0 -0.1
H -0.6635 4.5716 1.0354 -0.2 0.1 0.1
H 0.5634 -2.6429 0.3678 -0.2 0.0 0.3
H 4.6459 1.4682 -1.0936 -0.1 0.4 -0.1
H -5.2750 -6.4036 3.9094 0.0 0.1 -0.1
H 5.9960 -0.0127 -0.1034 0.2 0.2 0.0
H -0.3466 -7.8279 -0.4174 0.0 0.0 0.0
```
Forces are in eV/Å.

## Properties
Strongest force on any atom ... 3.0 eV Å⁻¹
E_tot ... -741537.6035 eV
E_HOMO ... -7.280 eV
Frontier orbital gap ... 7.807 eV
Charge ... 0

=====

Record 3
DFT (ωB97M-V with the def2-TZVPD basis set) results for a molecular structure, C3H2FNO3 in a non-equilibrium geometry.

The geometry in XYZ format:
```
10
Properties=species:S:1:pos:R:3:forces:R:3
F 2.4876 -0.1850 0.0581 1.4 1.3 0.0
O 0.6352 1.1358 -0.2321 1.3 -3.3 1.9
O -1.7093 -1.6855 -0.0537 -3.7 0.5 0.4
O -1.5328 1.6818 0.0645 -0.6 5.3 1.5
N 0.5726 -1.1607 0.0854 -4.7 -1.4 0.0
C -0.8187 -0.6843 -0.0035 3.2 2.7 0.4
C 1.1894 -0.1145 0.0351 3.8 2.1 -1.5
C -0.6368 0.7216 -0.0197 -3.3 -2.4 -0.4
H -2.7368 -1.4751 0.0342 3.6 0.0 -0.2
H -1.2082 2.6713 0.5441 -0.9 -4.8 -2.0
```
Forces are in eV/Å.

## Properties
Strongest force on any atom ... 5.5 eV Å⁻¹
ΔE to the lowest compared entry with this formula, charge and spin ... 47.09 kcal/mol
E_tot ... -13490.2061 eV
E_HOMO ... -7.970 eV
Frontier orbital gap ... 8.081 eV
Charge ... 0

=====

Record 4
DFT (ωB97M-V with the def2-TZVPD basis set) results for a molecular structure, C36H69As2BiN4O3SSbSi4.

The geometry in XYZ format:
```
121
Properties=species:S:1:pos:R:3:forces:R:3
Bi -0.5808 0.9873 0.3160 0.3 0.5 0.7
Sb -0.8603 -1.9295 -0.5458 0.1 -0.6 -0.2
As -0.4571 2.3015 -3.3511 0.0 0.1 0.1
As 1.3470 3.5832 -0.8410 -0.1 -0.1 -0.1
S -3.5572 0.0506 2.5587 0.1 0.1 -0.3
Si 4.5658 0.1877 1.3010 -0.1 -0.1 0.0
Si -2.0257 -2.8661 -2.6558 0.0 0.0 0.0
Si -1.9094 -3.5219 1.1945 -0.1 0.1 0.0
Si 1.4734 -2.9528 -0.9345 -0.1 0.1 0.0
O -2.9747 0.5713 -1.4838 0.2 -0.1 0.1
O -0.6453 0.1291 2.2972 -0.2 0.1 -0.1
O -3.3123 1.3631 1.8626 0.0 -0.1 0.0
N -1.6109 3.7826 3.6517 0.0 0.0 0.0
N -5.1744 0.7036 -0.9692 -0.1 -0.1 0.1
N -0.6657 3.0979 1.8018 -0.2 -0.4 0.0
N -3.8655 2.6114 -1.0405 0.0 0.2 0.1
C 2.8361 4.1329 0.2843 0.0 0.0 0.0
C -5.3340 -0.1774 2.5512 0.0 0.1 0.1
C -0.0367 1.8688 3.8490 0.0 0.0 0.0
C 3.5058 1.1577 -4.3060 0.0 0.0 0.0
C -1.4924 4.1596 1.5137 0.1 0.1 0.0
C -0.9377 -2.6110 -4.1691 -0.1 -0.1 0.0
C 2.2534 2.6085 -2.2758 0.0 0.0 0.1
C 3.6330 2.4281 -2.2746 0.0 0.0 0.0
C 5.4649 1.8229 1.3222 0.0 0.0 0.0
C 2.1310 1.3290 -4.3131 0.0 0.0 0.0
C -3.7068 -2.1116 -2.9552 0.0 0.0 0.0
C 0.7984 -0.3703 4.0917 0.0 0.1 0.0
C 1.6059 0.6687 0.6198 -0.1 0.0 -0.2
C 1.4173 -4.5828 -1.8564 0.0 0.1 0.0
C -2.2521 -4.7085 -2.3964 0.0 0.1 0.0
C 0.6112 2.2212 5.0326 0.0 0.0 0.0
C -0.5517 3.3407 -5.0071 0.0 0.0 0.0
C 4.7216 -0.6072 2.9809 0.0 0.1 -0.1
C 2.4333 -1.7296 -1.9695 0.0 0.0 0.0
C 2.7697 0.4646 0.9109 0.1 0.1 0.1
C -2.0784 4.6034 2.6540 0.0 0.0 0.0
C -3.3702 0.3488 4.3125 -0.1 0.0 0.0
C 5.2717 -0.9102 -0.0345 0.0 0.0 0.0
C -0.9695 0.5669 -4.0844 0.0 0.1 0.1
C -0.7718 2.8817 3.0960 0.1 0.0 0.1
C 2.1481 -3.2271 0.7837 0.0 0.0 0.0
C 1.4196 -0.0107 5.2731 0.0 0.0 0.0
C 1.4916 2.0474 -3.3062 -0.1 0.0 0.0
C 0.0399 0.5537 3.3668 0.1 -0.1 -0.1
C -3.9395 1.2567 -1.1661 -0.1 0.0 -0.2
C 1.0843 5.2858 -1.7844 0.0 0.0 0.0
C 4.2583 1.7113 -3.2829 0.0 0.0 0.0
C -1.4381 -3.0324 2.9317 0.0 0.0 -0.1
C -3.7624 -3.3375 0.9329 0.1 0.0 0.0
C 1.3291 1.2893 5.7567 0.0 0.0 0.0
C -1.3738 -5.3027 0.9455 -0.1 0.1 0.0
H 0.8797 -1.3746 3.7053 0.0 -0.1 0.0
H -5.6325 -0.2876 1.5131 0.0 0.0 -0.1
H 1.9912 -0.7505 5.8173 0.0 0.0 0.0
H 6.5007 1.6533 1.6201 0.1 0.0 0.0
H -2.7578 5.4117 2.8449 0.0 0.1 0.0
H 1.5616 -3.9930 1.2945 0.0 0.0 0.0
H -5.9894 1.2894 -1.0275 0.0 0.0 0.0
H -2.9244 2.9737 -1.0358 0.0 0.0 -0.1
H -4.4171 -2.4175 -2.1857 0.0 0.0 0.1
H -0.6405 -0.2127 -3.3970 0.0 0.1 0.0
H -4.0761 -2.4805 -3.9150 0.0 0.0 0.0
H -0.3550 -5.3970 0.5778 0.1 0.0 0.0
H 0.9359 -4.4999 -2.8284 0.0 0.0 -0.1
H -0.1444 4.3367 -4.8412 0.0 0.0 0.0
H 0.9312 -5.3805 -1.2998 -0.1 -0.1 0.1
H -4.0999 -3.8827 0.0529 0.0 0.0 -0.1
H -1.4184 -1.9560 3.0694 0.0 0.1 0.0
H -1.3302 -1.8159 -4.8008 0.0 -0.1 0.0
H 1.9061 -1.5222 -2.9008 0.0 0.0 -0.1
H 3.4066 -2.1475 -2.2340 0.1 0.0 0.0
H 0.2191 5.2259 -2.4431 0.0 0.0 0.0
H 1.8281 1.5745 6.6715 0.0 0.0 0.0
H -0.9390 -3.5341 -4.7506 0.0 -0.1 0.0
H -4.4897 3.0603 -0.3910 0.0 0.0 0.0
H 2.4334 4.7975 1.0488 0.0 0.0 0.0
H -1.8534 3.8248 4.6271 0.0 0.0 0.0
H 0.0182 2.8461 -5.7936 0.0 0.0 0.0
H 3.2631 3.2590 0.7751 -0.1 0.1 -0.1
H 5.7678 -0.8439 3.1809 0.1 0.0 0.0
H 4.2350 2.8551 -1.4828 0.0 0.0 0.0
H -3.6595 -1.0259 -2.9886 0.0 0.0 0.0
H 0.5650 3.2492 5.3704 0.0 0.0 0.0
H 4.9099 -1.9345 0.0465 0.0 -0.1 0.0
H -3.6838 -0.5431 4.8518 0.0 0.0 0.0
H -2.0551 0.5278 -4.1463 0.0 0.0 0.0
H -2.5921 -5.1389 -3.3408 0.0 0.0 -0.1
H 5.0238 2.5220 2.0334 0.0 0.0 0.0
H 5.3335 1.5883 -3.2713 0.0 0.0 0.0
H -2.1657 -3.4727 3.6178 0.0 0.0 0.1
H 3.6000 4.6628 -0.2857 0.0 0.0 0.0
H 1.9711 5.5295 -2.3683 0.0 0.0 0.0
H -4.0380 -2.2910 0.8028 0.0 0.1 0.0
H -5.2741 -0.2375 -1.3148 0.0 0.0 0.0
H -1.5945 3.4309 -5.3123 0.0 0.0 0.0
H -4.3083 -3.7293 1.7930 0.0 0.0 0.1
H 3.1850 -3.5661 0.7596 0.1 0.0 0.0
H -3.0053 -4.9332 -1.6446 -0.1 0.0 0.1
H -0.4571 -3.4315 3.1915 0.1 0.0 0.0
H -5.8145 0.6938 2.9929 0.0 0.0 0.0
H 3.9869 0.5967 -5.0969 0.0 0.0 0.0
H 2.5913 -0.7779 -1.4616 0.0 0.0 0.0
H 2.0938 -2.3083 1.3639 0.0 0.1 0.1
H -2.3195 0.5423 4.5131 0.1 0.0 0.0
H -1.4128 -5.7975 1.9177 0.0 -0.1 0.0
H -1.5645 4.5625 0.5179 0.0 0.0 -0.1
H 4.1491 -1.5287 3.0573 -0.1 -0.1 0.0
H 1.5546 0.8964 -5.1225 0.0 0.0 0.0
H -2.0260 -5.8433 0.2637 0.0 0.0 0.0
H -3.9844 1.2050 4.5871 0.0 0.0 0.0
H -0.5374 0.3901 -5.0689 0.0 0.0 0.0
H -5.5824 -1.0799 3.1042 0.0 -0.1 0.1
H 5.0048 -0.5394 -1.0232 0.0 0.1 -0.1
H 0.9075 6.0713 -1.0487 0.0 0.0 0.0
H 0.0967 -2.3675 -3.9417 0.1 0.0 0.0
H 4.3762 0.0730 3.7584 -0.1 0.0 0.1
H 5.4792 2.2980 0.3413 0.0 0.0 0.0
H -1.3309 -5.2118 -2.1165 0.1 0.0 0.0
H 2.4517 -4.8890 -2.0304 0.1 0.0 0.0
H 6.3603 -0.9325 0.0380 0.0 0.0 0.0
```
Forces are in eV/Å.

## Properties
Strongest force on any atom ... 0.9 eV Å⁻¹
E_tot ... -226954.0149 eV
E_HOMO ... -10.007 eV
Frontier orbital gap ... 7.924 eV
Charge ... +1